# 1
ORCA calculation (wB97M-V/def2-TZVPD) on a molecular structure, C26H27FN3O2RuS.

CARTESIAN COORDINATES (ANGSTROEM)
Ru1 1.5629 -0.5346 -0.3372
N1 4.6482 -3.0406 0.3911
C1 4.0632 -3.3669 1.6106
C2 4.5223 -4.1097 2.6904
C3 3.6696 -4.2143 3.7715
C4 2.4041 -3.6032 3.7763
C5 1.9576 -2.8735 2.6970
C6 2.8082 -2.7560 1.6042
N2 2.6291 -2.1007 0.3908
C7 3.7623 -2.2701 -0.2702
C8 3.9168 -1.5973 -1.5498
C9 4.9749 -1.4680 -2.3916
S1 4.5479 -0.4244 -3.6745
C10 3.0099 -0.2011 -3.0039
N3 2.7842 -0.8947 -1.9181
H1 5.5647 -3.3044 0.0728
H2 5.4938 -4.5811 2.6901
H3 3.9842 -4.7775 4.6375
H4 1.7745 -3.7094 4.6478
H5 0.9916 -2.3874 2.6815
H6 5.9586 -1.8941 -2.3156
H7 2.2634 0.4276 -3.4599
C11 -1.2040 -1.3537 3.6253
C12 -1.6552 -1.2234 2.1664
C13 -3.0161 -0.4935 2.1407
C14 -1.7942 -2.6010 1.5140
C15 -0.7804 -0.3562 1.3507
C16 -0.1848 0.5098 0.7386
H8 -2.0614 -1.6699 4.2177
H9 -0.8415 -0.4093 4.0259
H10 -0.4337 -2.1136 3.7501
H11 -3.7519 -1.1134 2.6532
H12 -3.3608 -0.3251 1.1212
H13 -2.9538 0.4652 2.6520
H14 -2.4463 -3.2281 2.1224
H15 -0.8253 -3.0953 1.4344
H16 -2.2265 -2.5235 0.5175
C17 -4.6277 5.0924 -2.9900
C18 -3.5198 4.1781 -2.5641
C19 -3.2374 3.0154 -3.2657
C20 -2.2278 2.1482 -2.8757
C21 -2.0141 0.9157 -3.7080
C22 -1.4847 2.4632 -1.7165
C23 -1.7305 3.6592 -0.9993
C24 -0.9385 4.1440 0.1877
C25 -2.7470 4.4849 -1.4477
C26 -0.4978 1.4887 -1.2836
O1 -0.0299 1.6360 0.0266
O2 -0.0235 0.5548 -1.9043
H17 -5.0531 4.7902 -3.9440
H18 -4.2686 6.1172 -3.0793
H19 -5.4252 5.0915 -2.2459
H20 -3.8178 2.7742 -4.1463
H21 -2.7678 0.8779 -4.4914
H22 -2.0823 0.0020 -3.1169
H23 -1.0298 0.9128 -4.1749
H24 0.1346 4.0321 0.0558
H25 -1.2096 3.6074 1.0971
H26 -1.1540 5.1992 0.3420
H27 -2.9354 5.4081 -0.9161
F1 2.9317 0.6193 0.3895

Summary:
gap between HOMO and LUMO (alpha / beta) = 7.71 / 7.70 eV
charge = +1
HOMO level (alpha / beta) = -10.6 / -10.6 eV

Löwdin atomic charge list, values in e, 6 entries: number 1, Ru, carries 1.210; number 2, N, carries 0.202; number 3, C, carries -0.164; number 4, C, carries -0.002; number 5, C, carries -0.065; number 6, C, carries -0.060



# 2
ORCA calculation (wB97M-V/def2-TZVPD) on a molecular structure, C15H31NO7V.

CARTESIAN COORDINATES (ANGSTROEM)
V1 -20.9425 7.4355 2.5613
C1 -21.0472 9.8777 5.7583
C2 -21.1151 8.9159 4.6260
O1 -21.2747 9.3356 3.4241
O2 -20.8137 7.6950 4.7258
H1 -22.0368 10.0581 6.1814
H2 -20.6719 10.8349 5.4010
H3 -20.3820 9.5232 6.5415
C3 -17.1823 6.2918 3.2782
C4 -18.5707 6.6255 2.9439
O3 -19.5286 5.8101 3.0933
O4 -18.9118 7.8001 2.5845
H4 -17.0365 6.2272 4.3551
H5 -16.4549 6.9634 2.8316
H6 -16.9462 5.2932 2.8924
C5 -20.1816 6.8727 -0.3541
C6 -20.6661 8.2683 -0.4491
O5 -20.6195 8.7629 0.9199
O6 -20.8330 6.2496 0.7590
H7 -19.1080 6.8841 -0.1482
H8 -20.2825 6.3705 -1.3188
H9 -21.6833 8.4023 -0.8100
H10 -19.9553 8.8311 -1.0516
H11 -20.5117 9.7187 0.9577
H12 -20.8309 5.2894 0.6822
C7 -16.6692 7.4815 7.4637
C8 -16.2082 8.8649 7.8808
C9 -16.8323 9.2241 9.2288
C10 -16.0087 10.1584 10.1205
C11 -14.5775 9.7064 10.1957
C12 -13.9295 9.6608 8.8215
N1 -14.7462 8.8542 7.9620
O7 -14.1634 8.6635 6.6881
C13 -13.6463 11.0669 8.2690
C14 -12.5720 8.9510 8.9756
C15 -16.6896 9.8788 6.8354
H13 -16.1172 7.1109 6.5979
H14 -17.7363 7.5256 7.2454
H15 -16.4324 6.7717 8.2593
H16 -17.7422 9.8076 9.0105
H17 -17.2903 8.3951 9.7759
H18 -16.5123 10.3042 11.0789
H19 -16.0687 11.1722 9.6999
H20 -14.5451 8.7047 10.6511
H21 -13.9712 10.2771 10.9053
H22 -13.2479 10.9906 7.2524
H23 -14.5565 11.6599 8.1567
H24 -12.8975 11.5992 8.8538
H25 -11.9605 9.3637 9.7809
H26 -12.7326 7.9057 9.2707
H27 -11.9929 8.9472 8.0538
H28 -16.4161 10.8983 7.1220
H29 -17.7798 9.8543 6.7526
H30 -16.2445 9.7047 5.8552
H31 -13.7673 7.7881 6.7413

Summary:
gap between HOMO and LUMO (alpha / beta) = 5.39 / 5.85 eV
⟨S²⟩ = 2.023
spin multiplicity = 3
charge = +1
HOMO level (alpha / beta) = -9.8 / -9.8 eV

Löwdin atomic charge list, values in e, 6 entries: number 1, V, carries 1.350; number 2, C, carries 0.042; number 3, C, carries -0.603; number 4, O, carries -0.070; number 5, O, carries -0.016; number 6, H, carries 0.104



# 3
ORCA calculation (wB97M-V/def2-TZVPD) on 2 unconnected molecules or ions with the total composition HN2O5.

CARTESIAN COORDINATES (ANGSTROEM)
N1 -0.3784 -1.1131 -0.1648
N2 0.9444 1.2820 0.9527
O1 -0.4289 -0.9197 -1.3457
O2 1.4540 2.1622 1.6213
O3 -0.3143 1.1424 1.0287
O4 0.1678 -2.0392 0.3961
O5 1.5356 0.3535 0.3306
H1 -0.7567 -0.3093 0.3609

Summary:
gap between HOMO and LUMO = 9.65 eV
charge = -1
HOMO level = -5.1 eV
energy relative to the best compared isomer or geometry (same formula, charge and spin) = 12.5 kcal/mol

Löwdin atomic charge list, values in e, 6 entries: number 1, N, carries -0.345; number 2, N, carries -0.581; number 3, O, carries 0.017; number 4, O, carries -0.021; number 5, O, carries -0.109; number 6, O, carries 0.004



# 4
ORCA calculation (wB97M-V/def2-TZVPD) on 10 unconnected molecules or ions with the total composition H20O10.

CARTESIAN COORDINATES (ANGSTROEM)
H1 0.2939 0.4161 -0.5313
H2 -0.5596 -0.4368 0.3929
H3 -0.8220 -0.7156 5.7092
H4 -0.9546 -0.2989 4.2536
H5 -3.5194 1.5967 -2.6531
H6 -3.1141 0.3892 -3.4824
H7 3.4955 2.0237 -1.9465
H8 3.4555 1.4070 -0.5580
H9 -0.7419 -0.6005 -1.7760
H10 0.6607 -1.0719 -2.1231
H11 2.8928 -2.2438 -1.3764
H12 1.8971 -2.1207 -0.2347
H13 1.9319 -3.3049 2.7905
H14 2.5819 -2.1090 2.1141
H15 0.0569 2.6065 -0.9544
H16 1.5282 2.4699 -0.5984
H17 -2.5248 0.8233 2.6127
H18 -1.5005 -0.2230 2.2050
H19 -2.9495 1.3377 0.5034
H20 -2.9469 0.5791 -0.8136
O1 -0.6182 0.2764 -0.2527
O2 -0.3243 -0.6627 4.8856
O3 -3.4752 1.2793 -3.5621
O4 3.6665 1.2004 -1.4754
O5 -0.2592 -1.3596 -2.1221
O6 2.7270 -1.7559 -0.5619
O7 2.7128 -3.0481 2.2873
O8 0.8174 2.0268 -1.0753
O9 -1.9841 0.5392 1.8671
O10 -3.1580 1.4387 -0.4321

Summary:
gap between HOMO and LUMO = 10.14 eV
HOMO level = -10.7 eV
energy relative to the best compared isomer or geometry (same formula, charge and spin) = 95.9 kcal/mol

Löwdin atomic charge list, values in e, 6 entries: number 1, H, carries 0.021; number 2, H, carries 0.056; number 3, H, carries 0.044; number 4, H, carries 0.000; number 5, H, carries 0.001; number 6, H, carries 0.029



# 5
ORCA calculation (wB97M-V/def2-TZVPD) on C5H9N3 in the gas phase.

CARTESIAN COORDINATES (ANGSTROEM)
C1 -0.2020 0.4900 0.9425
C2 0.6934 -0.8669 -0.5266
C3 0.6119 -0.8104 1.0132
C4 0.0050 0.5735 -0.5337
N1 1.9981 -0.9991 -1.0956
C5 -1.7711 0.1700 0.8552
N2 0.1259 1.5027 -1.3750
N3 -2.7341 0.7097 0.2657
H1 0.0264 1.3407 1.5862
H2 0.0331 -1.6135 -0.9732
H3 1.9566 -0.9628 -2.1072
H4 2.6056 -0.2453 -0.7911
H5 -0.5561 2.2587 -1.3372
H6 -2.4812 1.3270 -0.5058
H7 1.5938 -0.6673 1.4618
H8 0.1242 -1.6607 1.4874
H9 -2.0296 -0.5463 1.6335

Summary:
gap between HOMO and LUMO = 9.37 eV
HOMO level = -8.6 eV
energy relative to the best compared isomer or geometry (same formula, charge and spin) = 65.7 kcal/mol

Löwdin atomic charge list, values in e, 6 entries: number 1, C, carries -0.190; number 2, C, carries -0.326; number 3, C, carries -0.101; number 4, C, carries -0.349; number 5, N, carries 0.046; number 6, C, carries -0.200



| no. | strongest force on any atom (eV Å⁻¹) |
| --- | --- |
| 1 | 2.14 |
| 2 | 4.47 |
| 3 | 2.89 |
| 4 | 1.26 |
| 5 | 3.51 |